*A*
Below is a 2-piece molecular cluster, C7H17N overall, with properties calculated with wB97M-V/def2-TZVPD.

The LUMO energy is -1.12 eV. The orbital gap is 4.16 eV. Its HOMO energy is -5.28 eV.

Element x y z (Å)
C  2.10  1.21  -1.64
N  1.52  1.21  -0.28
C  -0.96  -1.69  0.37
C  -1.85  -1.10  1.33
C  -1.41  0.15  0.55
C  -1.44  1.49  1.42
C  0.51  -1.86  0.82
C  1.25  0.14  -2.26
H  3.16  0.86  -1.68
H  2.06  2.13  -2.21
H  1.78  2.20  0.05
H  -1.35  -2.03  -0.54
H  -3.03  -1.19  1.30
H  -1.44  -1.27  2.43
H  -0.49  0.24  0.01
H  -2.07  0.35  -0.29
H  -0.73  2.16  0.98
H  -2.48  1.88  1.62
H  -0.99  1.19  2.46
H  0.89  -2.82  0.60
H  0.77  -1.65  1.92
H  1.34  -1.16  0.28
H  1.29  0.06  -3.30
H  1.33  -0.95  -1.88
H  0.22  0.44  -2.07

natural (NBO) population analysis, charges in e, atoms 1 to 4: number 1, C, carries -0.234; number 2, N, carries -1.126; number 3, C, carries 0.188; number 4, C, carries -0.438

*B*
Below is C7H17N in the gas phase, with properties calculated with wB97M-V/def2-TZVPD.

The LUMO energy is 1.13 eV. The orbital gap is 9.32 eV. Its HOMO energy is -8.19 eV. As for the SMILES: CCCN(C)C(C)C.

Element x y z (Å)
C  0.34  1.87  2.63
C  -0.09  1.78  1.13
C  -0.43  0.33  0.70
N  0.56  -0.12  -0.31
C  1.66  -0.84  0.33
C  0.05  -0.78  -1.49
C  -0.79  -2.15  -1.34
C  -0.84  0.20  -2.31
H  -0.23  1.10  3.16
H  1.39  1.68  2.80
H  -0.01  2.80  3.05
H  -0.93  2.47  1.05
H  0.81  2.01  0.56
H  -0.41  -0.30  1.59
H  -1.42  0.12  0.28
H  1.35  -1.77  0.81
H  2.08  -0.20  1.11
H  2.47  -0.96  -0.40
H  0.90  -1.15  -2.05
H  -1.56  -2.11  -2.10
H  -1.34  -2.07  -0.39
H  -0.19  -3.06  -1.37
H  -1.38  -0.41  -3.03
H  -0.30  1.04  -2.72
H  -1.68  0.51  -1.69

natural (NBO) population analysis, charges in e, atoms 1 to 4: number 1, C, carries -0.606; number 2, C, carries -0.421; number 3, C, carries -0.228; number 4, N, carries -0.457

*C*
Below is C7H17N as an isolated structure, with properties calculated with wB97M-V/def2-TZVPD.

The LUMO energy is -1.22 eV. The orbital gap is 5.10 eV. Its HOMO energy is -6.32 eV.

Element x y z (Å)
C  -1.54  -0.76  0.27
N  -0.31  -0.14  0.77
C  0.70  -1.01  1.20
C  2.06  -0.75  0.42
C  1.87  -1.14  -1.05
C  2.25  0.75  0.56
C  -2.45  0.18  -0.31
C  -3.09  1.31  0.43
H  -2.03  -1.28  1.03
H  -1.31  -1.65  -0.45
H  0.27  -2.13  1.28
H  -0.69  1.98  -2.31
H  1.10  -0.71  2.19
H  2.94  -1.35  0.73
H  1.72  -2.19  -1.32
H  2.72  -0.84  -1.73
H  0.85  -0.53  -1.19
H  3.21  0.86  1.01
H  2.12  1.33  -0.41
H  1.42  1.18  1.25
H  -2.68  -0.06  -1.34
H  -0.05  2.44  -2.47
H  -2.03  1.35  -0.02
H  -3.19  1.14  1.42
H  -3.84  2.02  0.05

natural (NBO) population analysis, charges in e, atoms 1 to 4: number 1, C, carries -0.314; number 2, N, carries -0.649; number 3, C, carries -0.242; number 4, C, carries -0.236

Which structure loses on stability? *C* does.

*A*
Below is a 2-piece molecular cluster, C7H17N overall, with properties calculated with wB97M-V/def2-TZVPD.

The LUMO energy is -0.57 eV. The orbital gap is 7.43 eV. Its HOMO energy is -8.00 eV.

Element x y z (Å)
C  -0.98  1.41  0.65
N  -0.77  0.00  0.94
C  0.28  -0.56  1.68
C  1.45  -1.03  0.84
C  1.70  0.05  -0.19
C  1.11  -2.38  0.25
C  -1.28  1.76  -0.85
C  -2.00  0.70  -1.70
H  -1.87  1.89  1.11
H  -0.05  1.92  1.06
H  0.76  0.30  2.26
H  -0.21  -0.57  -0.93
H  -0.06  -1.22  2.48
H  2.43  -1.08  1.38
H  2.36  -0.40  -0.94
H  0.79  0.28  -0.75
H  2.19  0.93  0.20
H  1.75  -2.88  -0.46
H  0.15  -2.20  -0.25
H  1.00  -3.07  1.07
H  -1.81  2.69  -0.83
H  -0.33  2.05  -1.36
H  -3.00  1.13  -1.85
H  -1.40  0.54  -2.58
H  -2.20  -0.25  -1.23

natural (NBO) population analysis, charges in e, atoms 1 to 4: number 1, C, carries -0.256; number 2, N, carries -0.431; number 3, C, carries -0.258; number 4, C, carries -0.228

*B*
Below is C7H17N in the gas phase, with properties calculated with wB97M-V/def2-TZVPD.

The LUMO energy is 1.13 eV. The orbital gap is 9.42 eV. Its HOMO energy is -8.30 eV. As for the SMILES: CC(C)CCN(C)C.

Element x y z (Å)
C  1.68  1.56  1.71
C  1.26  0.30  0.97
C  2.47  -0.66  0.78
C  0.64  0.65  -0.39
C  -0.23  -0.49  -0.98
N  -1.63  -0.07  -1.08
C  -2.41  -0.89  -2.02
C  -2.26  -0.01  0.22
H  0.86  2.27  1.79
H  2.05  1.35  2.72
H  2.54  2.04  1.21
H  0.55  -0.30  1.56
H  2.67  -0.81  -0.29
H  2.24  -1.63  1.21
H  3.36  -0.29  1.30
H  1.47  0.81  -1.07
H  0.02  1.54  -0.31
H  -0.17  -1.37  -0.33
H  0.08  -0.67  -2.00
H  -2.98  -0.22  -2.67
H  -1.77  -1.56  -2.57
H  -3.18  -1.46  -1.48
H  -3.27  0.38  0.14
H  -1.66  0.58  0.91
H  -2.33  -1.01  0.69

natural (NBO) population analysis, charges in e, atoms 1 to 4: number 1, C, carries -0.603; number 2, C, carries -0.221; number 3, C, carries -0.612; number 4, C, carries -0.409

Which structure loses on stability? *A* does.

*A*
Below is a 2-piece molecular cluster, C9H14NO2 overall, with properties calculated with wB97M-V/def2-TZVPD.

The LUMO energy (alpha / beta) is -4.93 / -4.93 eV. As for the total charge: +1. The orbital gap (alpha / beta) is 8.26 / 8.26 eV. Its HOMO energy (alpha / beta) is -13.19 / -13.19 eV.

Element x y z (Å)
C  -0.25  1.07  2.15
C  -0.71  0.10  1.52
C  -3.12  0.82  -1.75
C  -2.86  0.45  -0.56
C  -2.39  -0.95  -0.25
C  -1.29  -0.92  0.63
C  3.65  0.94  -0.28
C  2.27  0.61  0.42
C  0.40  0.15  -0.94
N  -0.39  -2.29  0.76
O  0.49  1.23  -1.46
O  1.26  -0.35  -0.06
H  -3.25  1.82  -1.90
H  -3.15  0.10  -2.52
H  -2.61  1.18  0.18
H  -2.83  -1.90  -0.32
H  3.64  1.38  -1.19
H  4.23  1.48  0.52
H  4.17  0.05  -0.56
H  1.62  1.50  0.44
H  2.55  0.23  1.43
H  -0.32  -0.54  -1.33
H  -0.93  -3.04  0.29
H  0.05  -2.40  1.67
H  0.24  -1.96  0.10
H  -0.48  1.25  3.03

natural (NBO) population analysis, charges in e, atoms 1 to 4: number 1, C, carries -0.097; number 2, C, carries -0.096; number 3, C, carries -0.266; number 4, C, carries -0.250

*B*
Below is a 2-piece molecular cluster, C9H14NO2 overall, with properties calculated with wB97M-V/def2-TZVPD.

The LUMO energy (alpha / beta) is -3.99 / -3.99 eV. As for the total charge: +1. The orbital gap (alpha / beta) is 7.19 / 7.19 eV. Its HOMO energy (alpha / beta) is -11.17 / -11.17 eV.

Element x y z (Å)
C  -3.15  0.58  0.57
C  -2.39  1.41  -0.30
C  -2.74  -0.79  0.87
C  -1.22  0.89  -0.72
C  -1.56  -1.21  0.28
C  2.84  1.44  0.00
C  0.92  -2.07  -0.64
C  0.46  -0.70  -0.91
C  1.62  0.83  0.71
N  -0.80  -0.37  -0.52
O  1.01  -2.34  0.71
O  0.60  1.65  0.92
H  -4.07  0.99  0.86
H  -2.63  2.48  -0.32
H  -3.46  -1.38  1.41
H  -0.83  1.24  -1.67
H  -1.00  -2.13  0.42
H  3.38  0.54  -0.30
H  2.68  2.30  -0.74
H  3.28  1.98  0.74
H  0.14  -2.83  -1.04
H  1.85  -2.18  -1.22
H  0.87  -0.12  -1.68
H  1.51  -0.07  1.28
H  1.89  -2.62  0.80
H  0.83  2.47  0.48

natural (NBO) population analysis, charges in e, atoms 1 to 4: number 1, C, carries -0.134; number 2, C, carries -0.222; number 3, C, carries -0.207; number 4, C, carries 0.032

*C*
Below is an isolated ion of composition C9H14NO2 and charge +1, with properties calculated with wB97M-V/def2-TZVPD.

The LUMO energy is -3.54 eV. As for the total charge: +1. The orbital gap is 8.71 eV. Its HOMO energy is -12.25 eV. As for the SMILES: COC(=[N+](C)C)C1(O)C=CC=C1.

Element x y z (Å)
C  1.97  -1.68  -0.16
O  1.22  -0.53  0.30
C  0.19  0.16  -0.07
N  -0.55  0.12  -1.14
C  -1.83  0.60  -1.43
C  0.09  -0.58  -2.18
C  -0.07  1.24  0.95
O  -0.90  2.16  0.37
C  -0.76  0.45  2.04
C  0.00  0.33  3.13
C  1.15  1.12  3.02
C  1.15  1.75  1.81
H  2.76  -1.34  -0.84
H  1.36  -2.45  -0.61
H  2.37  -2.16  0.69
H  -2.67  -0.19  -1.18
H  -2.15  1.47  -0.92
H  -1.90  0.87  -2.50
H  0.09  -0.02  -3.20
H  1.10  -0.84  -1.88
H  -0.51  -1.46  -2.48
H  -0.39  2.87  -0.04
H  -1.66  -0.05  1.78
H  -0.33  -0.19  4.02
H  2.00  1.15  3.67
H  1.85  2.36  1.35

natural (NBO) population analysis, charges in e, atoms 1 to 4: number 1, C, carries -0.267; number 2, O, carries -0.447; number 3, C, carries 0.746; number 4, N, carries -0.361

Which structure loses on stability? *A* does.

*A*
Below is a 2-piece molecular cluster, C3H11N2 overall, with properties calculated with wB97M-V/def2-TZVPD.

The LUMO energy (alpha / beta) is 1.17 / -1.05 eV. The spin multiplicity is 2. The orbital gap (alpha / beta) is 9.86 / 7.73 eV. Its HOMO energy (alpha / beta) is -8.69 / -8.78 eV.

Element x y z (Å)
C  0.84  1.41  0.10
N  0.35  1.64  -1.26
C  0.20  0.26  0.89
N  0.55  -1.07  0.38
C  -0.59  -1.83  -0.13
H  0.68  2.33  0.65
H  1.92  1.20  0.05
H  -0.69  1.54  -1.20
H  0.58  0.87  -1.88
H  -0.88  0.39  0.85
H  0.52  0.32  1.94
H  1.05  -1.60  1.07
H  -1.87  0.65  -0.63
H  -0.29  -2.87  -0.29
H  -0.90  -1.39  -1.09
H  -1.45  -1.81  0.56

natural (NBO) population analysis, charges in e, atoms 1 to 4: number 1, C, carries -0.229; number 2, N, carries -0.799; number 3, C, carries -0.237; number 4, N, carries -0.644

*B*
Below is a 2-piece molecular cluster, C3H11N2 overall, with properties calculated with wB97M-V/def2-TZVPD.

The LUMO energy (alpha / beta) is -0.13 / -0.25 eV. The spin multiplicity is 2. The orbital gap (alpha / beta) is 2.19 / 6.53 eV. Its HOMO energy (alpha / beta) is -2.31 / -6.78 eV.

Element x y z (Å)
C  1.09  -1.75  0.86
N  0.01  -0.81  1.36
H  0.92  -1.90  -0.22
H  1.04  -2.65  1.47
H  2.04  -1.20  0.89
H  -0.91  -1.27  1.35
H  0.33  -0.51  2.31
H  -0.15  0.05  0.74
C  -0.58  0.57  -2.11
C  -0.31  1.60  -1.28
N  -0.68  1.62  0.10
H  -0.76  -0.45  -1.78
H  -0.73  0.71  -3.16
H  0.29  2.44  -1.60
H  0.08  1.86  0.72
H  -1.68  1.70  0.34

natural (NBO) population analysis, charges in e, atoms 1 to 4: number 1, C, carries -0.470; number 2, N, carries -0.725; number 3, H, carries 0.220; number 4, H, carries 0.210

*C*
Below is C3H11N2 in the gas phase, with properties calculated with wB97M-V/def2-TZVPD.

The LUMO energy (alpha / beta) is 0.96 / 0.68 eV. The spin multiplicity is 2. The orbital gap (alpha / beta) is 4.37 / 10.15 eV. Its HOMO energy (alpha / beta) is -3.41 / -9.48 eV.

Element x y z (Å)
C  0.00  0.20  1.34
N  -1.44  0.27  0.83
C  0.74  -0.81  0.47
N  0.41  -0.67  -0.96
C  0.55  0.59  -1.68
H  -0.17  -0.25  2.32
H  0.48  1.16  1.37
H  -2.00  -0.56  1.18
H  -1.88  1.20  1.07
H  0.28  -1.77  0.70
H  1.82  -0.87  0.66
H  0.97  -1.37  -1.43
H  -1.34  0.09  -0.18
H  1.09  1.34  -1.11
H  -0.44  1.01  -1.90
H  0.94  0.46  -2.69

natural (NBO) population analysis, charges in e, atoms 1 to 4: number 1, C, carries -0.337; number 2, N, carries -1.072; number 3, C, carries -0.249; number 4, N, carries -0.665

Which structure loses on stability? *B* does.